Density functional theory data (ωB97M-V/def2-TZVPD) for a molecular structure, C35H46IrN6O3P2 in a non-equilibrium geometry.

The geometry in ORCA input format:
```
! RIJCOSX wB97M-V def2-TZVPD def2/J DEFGRID3
* xyz 2 6
Ir -0.822 2.312 -2.474
C -2.225 2.439 -3.844
C -1.746 1.062 -3.659
C -0.793 0.449 -4.661
C 0.644 1.044 -4.596
C 0.842 2.060 -3.494
C 0.326 3.434 -3.604
C -0.366 3.867 -4.877
C -1.775 3.242 -5.047
C -0.360 2.096 -0.570
H -3.247 2.630 -3.504
H -2.465 0.374 -3.200
H -1.190 0.534 -5.682
H -0.732 -0.628 -4.446
H 1.338 0.212 -4.400
H 0.933 1.474 -5.562
H 1.753 1.948 -2.896
H 0.920 4.199 -3.090
H 0.254 3.651 -5.757
H -0.482 4.959 -4.828
H -2.492 4.070 -5.157
H -1.837 2.656 -5.975
H -1.046 1.421 -0.036
H -0.396 3.101 -0.117
H 0.664 1.694 -0.523
P 2.729 -1.541 -0.198
P 0.355 -1.921 -0.079
N 3.733 -0.357 -0.920
N 3.894 -2.342 0.763
N -3.512 1.639 -0.018
N -1.446 -1.925 -0.145
C 2.368 -2.777 -1.509
C 0.823 -2.921 -1.501
C 3.678 1.020 -0.660
C 4.620 1.663 -1.448
C 5.304 0.651 -2.205
C 4.757 -0.570 -1.850
C 4.248 -1.932 2.061
C 5.311 -2.706 2.493
C 5.650 -3.612 1.433
C 4.787 -3.353 0.379
C -3.367 2.963 0.270
C -4.330 3.737 -0.454
C -5.102 2.798 -1.190
C -4.559 1.510 -0.877
C -2.268 -2.775 -0.890
C -3.597 -2.405 -0.691
C -3.602 -1.330 0.236
C -2.280 -1.027 0.532
H 2.822 -3.749 -1.283
H 2.740 -2.420 -2.478
H 0.373 -2.513 -2.419
H 0.468 -3.949 -1.344
H 2.990 1.375 0.089
H 4.803 2.729 -1.476
H 6.102 0.815 -2.924
H 4.980 -1.580 -2.160
H 3.699 -1.134 2.533
H 5.807 -2.639 3.453
H 6.434 -4.356 1.445
H 4.714 -3.804 -0.596
H -2.601 3.333 0.941
H -4.407 4.815 -0.441
H -5.929 2.971 -1.865
H -4.922 0.561 -1.254
H -1.827 -3.559 -1.492
H -4.465 -2.844 -1.170
H -4.445 -0.810 0.670
H -1.854 -0.253 1.149
C -2.839 0.346 5.090
C -2.223 -1.038 4.998
C -0.721 -1.127 4.597
C 0.267 -0.410 5.565
C 0.120 1.096 5.700
C -0.364 -2.632 4.631
O -0.265 -3.290 5.652
N -0.165 -3.276 3.380
C 0.124 -2.570 2.255
O 0.424 -3.188 1.102
N 0.043 -1.269 2.204
C -0.544 -0.523 3.187
O -0.901 0.623 2.877
H -2.594 0.834 6.039
H -3.927 0.254 5.016
H -2.488 0.968 4.259
H -2.357 -1.573 5.950
H -2.773 -1.621 4.240
H 0.192 -0.885 6.554
H 1.281 -0.639 5.197
H -0.620 1.362 6.462
H 1.086 1.517 5.997
H -0.175 1.538 4.743
H 0.044 -4.269 3.393
*
```

As for the lowest unoccupied orbital energy (spin up / spin down): -6.2 / -8.3 eV. The value obtained for the energy relative to the best compared isomer or geometry (same formula, charge and spin) is 0.0000 eV. The gap between HOMO and LUMO (spin up / spin down) is 6.83 / 4.77 eV.



Density functional theory data (ωB97M-V/def2-TZVPD) for a molecular structure, C35H47B2F18HfN6O9S3 in a non-equilibrium geometry.

The geometry in ORCA input format:
```
! RIJCOSX wB97M-V def2-TZVPD def2/J DEFGRID3
* xyz 2 2
C 1.651 3.474 5.651
N 2.219 2.501 4.707
C 3.391 2.774 4.076
C 3.892 1.936 3.106
C 3.456 0.623 3.085
C 2.272 0.348 3.787
C 1.588 1.359 4.525
C 4.173 -0.412 2.329
C 5.556 -0.378 2.297
C 6.297 -1.438 1.787
N 5.608 -2.443 1.135
C 4.227 -2.528 1.116
C 3.532 -1.444 1.718
C 6.346 -3.496 0.469
H 0.650 3.697 5.283
H 2.294 4.345 5.783
H 1.660 3.031 6.647
H 3.811 3.745 4.291
H 4.779 2.249 2.576
H 1.774 -0.610 3.807
H 0.720 1.090 5.108
H 6.173 0.440 2.639
H 7.366 -1.587 1.751
H 3.839 -3.305 0.475
H 2.456 -1.524 1.782
H 6.158 -4.442 0.978
H 7.410 -3.430 0.695
H 5.973 -3.586 -0.551
Hf -2.115 -1.358 2.704
C -6.046 -0.688 -3.778
C -4.796 0.103 -3.903
C -4.843 1.471 -3.075
N -3.449 2.144 -3.086
C -3.009 2.272 -4.579
C -2.337 1.558 -2.177
C -1.420 2.630 -1.923
C -2.210 3.873 -1.801
C -3.540 3.614 -2.459
H -6.423 -0.752 -2.758
H -5.801 -1.670 -4.183
H -6.838 -0.222 -4.364
H -4.703 0.414 -4.944
H -3.905 -0.464 -3.633
H -4.898 1.272 -2.005
H -5.510 2.242 -3.461
H -2.228 3.033 -4.577
H -3.907 2.574 -5.119
H -2.582 1.312 -4.869
H -1.965 0.642 -2.637
H -2.766 1.311 -1.206
H -0.747 2.627 -2.780
H -0.784 2.460 -1.054
H -1.718 4.752 -2.217
H -2.457 4.218 -0.796
H -3.892 4.341 -3.191
H -4.301 3.551 -1.681
C -0.103 -5.694 2.963
F -1.292 -5.640 3.676
F 0.810 -6.500 3.628
F -0.438 -6.168 1.737
S 0.727 -3.868 2.955
O 1.853 -3.966 1.997
O -0.395 -2.921 2.627
O 1.269 -3.688 4.283
C -3.141 -3.436 -1.764
F -2.864 -4.224 -2.755
F -3.187 -2.109 -2.248
F -4.295 -3.733 -1.231
S -1.864 -3.680 -0.293
O -1.996 -5.084 0.108
O -0.607 -3.530 -0.999
O -2.218 -2.726 0.811
C -2.968 3.498 2.815
F -4.170 3.042 2.993
F -2.732 3.672 1.547
F -2.817 4.657 3.403
S -1.579 2.185 3.468
O -1.740 2.254 4.931
O -1.881 0.913 2.853
O -0.337 2.608 2.975
B -4.603 -0.754 1.097
F -4.272 -1.981 1.651
F -3.428 -0.120 1.234
F -5.018 -0.874 -0.130
F -5.492 -0.085 1.883
B 0.009 -0.251 0.507
F -1.190 -0.444 0.029
F 0.468 1.055 0.481
F -0.149 -0.536 1.810
F 0.952 -1.141 -0.071
F -0.802 -0.902 4.649
N 2.255 -3.542 -1.417
C 2.671 -4.841 -1.373
C 3.816 -4.955 -2.128
C 4.118 -3.683 -2.618
C 3.230 -2.797 -2.120
H 1.382 -3.132 -1.118
H 2.068 -5.573 -0.856
H 4.304 -5.917 -2.190
H 4.902 -3.475 -3.331
H 3.115 -1.724 -2.153
N 1.223 3.817 1.054
C 0.682 5.059 0.981
C 0.969 5.640 -0.224
C 1.789 4.748 -0.886
C 1.979 3.662 -0.066
H 0.980 3.184 1.802
H -0.033 5.286 1.759
H 0.522 6.482 -0.731
H 2.270 4.737 -1.853
H 2.535 2.748 -0.218
N 0.872 -0.417 -2.693
C 1.006 0.656 -3.584
C 0.412 0.223 -4.801
C -0.207 -1.004 -4.523
C 0.163 -1.428 -3.257
H 1.172 -0.388 -1.729
H 1.564 1.523 -3.264
H 0.434 0.942 -5.607
H -0.767 -1.565 -5.256
H -0.020 -2.345 -2.716
*
```

As for the lowest unoccupied orbital energy (spin up / spin down): -6.7 / -8.9 eV. The gap between HOMO and LUMO (spin up / spin down) is 5.52 / 3.38 eV.